{
  "formula": "C4H13NO3",
  "method": "the ωB97M-V functional and the def2-TZVPD basis",
  "symbols": ["C", "C", "N", "C", "C", "O", "H", "H", "H", "H", "H", "H", "H", "H", "H", "H", "H", "O", "H", "H", "O"],
  "xyz": [[0.606640, 2.219476, -1.558752], [-0.026044, 1.014913, -0.896464], [0.513827, 0.386039, 0.269320], [1.842598, 0.547170, 0.827902], [1.769691, 0.050327, 2.406392], [-0.982670, 0.481304, -1.431015], [1.651569, 2.279913, -1.382862], [0.587090, 2.140856, -2.717197], [0.177928, 3.068808, -1.137105], [-0.012445, -0.295463, 0.821504], [2.058619, 1.538484, 0.837933], [2.565710, -0.184089, 0.545830], [2.783680, -0.057765, 2.808668], [1.037415, -0.786448, 2.745765], [1.547009, 1.038571, 2.804370], [-3.072406, -3.299431, -0.742357], [-1.890928, -3.643565, 0.441373], [-2.894920, -3.752672, 0.154829], [-2.196705, -1.025429, -1.986083], [-3.008857, -0.527655, -1.082027], [-3.056807, -1.193335, -1.730022]],
  "forces_ev_per_a": [[1.0, -2.1, -1.8], [-0.5, 0.1, -2.0], [1.2, 0.0, 0.5], [-2.7, -3.4, 2.5], [-0.5, 1.2, -0.1], [0.9, 0.0, 1.5], [1.1, 0.0, 0.6], [-0.8, 0.2, 2.1], [-1.0, 1.7, 0.3], [-0.6, -0.2, -0.9], [1.4, 2.7, -0.6], [0.7, -0.3, -1.4], [-0.2, -0.8, -0.6], [1.3, 1.5, -1.0], [-0.9, -0.3, 0.8], [0.9, -0.8, 2.1], [-3.3, -0.2, -1.5], [2.4, 1.1, -0.6], [2.9, -0.4, -2.0], [-1.3, 1.3, 1.9], [-2.0, -1.3, 0.0]],
  "gap_ha": [0.33167, 0.14208],
  "max_force_ev_per_a": 5.0,
  "homo_energy_ev": [-13.3, -13.3],
  "spin_multiplicity": 2,
  "charge": 1,
  "relative_energy_kcal_mol": 76.69
}